1.
Here is the molecule C25H32N2O5 from the OMol25 dataset. Energies are from the ωB97M-V functional and the def2-TZVPD basis.

Calculated values
* lowest unoccupied orbital energy: 0.0 eV
* HOMO-LUMO gap: 8.322 eV
* structure (SMILES): CCOc1ccc([C@H]2C(C(=O)c3ccc(C)o3)=C(O)C(=O)N2CCCN(CC)CC)cc1
* energy relative to the best compared isomer or geometry (same formula, charge and spin): 1.533 eV
* molar mass: 440.540 Da

Each line ends with the natural charge from an NBO analysis.
Atoms and positions in Å:
H (-1.2635, 3.9432, -2.3515)  0.23
C (0.0436, 0.6932, -0.4219)  -0.04
H (-2.3217, 1.3858, -1.0601)  0.22
C (1.5334, 0.5101, -0.6024)  -0.18
H (-2.0285, 1.7118, -2.7854)  0.22
N (-1.3941, 3.1093, 0.9527)  -0.47
C (-2.8121, 3.0403, 1.2897)  -0.22
H (2.8813, 1.7520, -3.1929)  0.51
N (-0.3510, 1.4177, -1.6071)  -0.41
C (-1.5793, -2.3723, 1.0936)  -0.24
C (4.0249, -1.2460, -1.0812)  -0.21
H (7.3566, -2.6364, 0.8098)  0.23
H (7.0584, -1.2578, 1.8860)  0.23
H (-1.4106, 4.9696, -0.0708)  0.17
H (5.8974, -2.3662, -1.4998)  0.23
H (-0.7165, -1.0234, -2.3955)  0.21
C (-1.1173, 3.9146, -0.2297)  -0.22
H (-3.5609, -4.6160, -1.5561)  0.17
C (2.3254, -0.0744, 0.4855)  0.50
H (1.3580, 3.5387, 1.1710)  0.20
O (3.0629, 1.2227, -2.3919)  -0.65
C (6.6067, -2.1242, 1.4047)  -0.66
H (6.2509, -2.7915, 2.1887)  0.23
C (5.4765, -1.6995, 0.5399)  0.34
C (0.6842, 1.6718, -2.4206)  0.60
C (-3.5180, -6.3962, -0.3302)  -0.62
H (-1.0626, 3.1801, 2.9972)  0.20
H (3.5342, -1.1907, -2.0295)  0.24
C (-2.8632, -5.1432, -0.8901)  -0.06
O (1.9419, -0.0051, 1.6435)  -0.55
O (0.7113, 2.2778, -3.4811)  -0.65
C (-0.6165, 3.5938, 2.0914)  -0.21
H (-0.1864, 1.2997, 0.4634)  0.27
H (-3.8009, -7.0605, -1.1417)  0.21
C (-1.9036, -3.1274, -0.0358)  0.31
C (-1.7727, 3.4356, -1.5303)  -0.42
H (-0.6887, 4.6949, 2.1601)  0.16
H (0.9682, 2.1093, 2.1310)  0.23
H (1.3530, 3.6304, 2.9269)  0.21
H (-1.8156, -3.1854, -2.1894)  0.22
C (-1.6885, 1.9235, -1.7663)  -0.22
C (-1.5871, -2.6279, -1.2948)  -0.33
C (3.5699, -0.7369, 0.1144)  0.13
H (-0.0349, 3.8970, -0.3734)  0.20
H (-2.8754, 0.8861, 1.4076)  0.21
H (-4.4040, -6.1284, 0.2387)  0.21
C (-0.6550, -0.6415, -0.2929)  -0.10
O (-2.5162, -4.3161, 0.2026)  -0.50
C (-0.9624, -1.3976, -1.4122)  -0.13
C (-0.9653, -1.1459, 0.9652)  -0.18
H (-2.8262, -6.9118, 0.3300)  0.21
O (4.4603, -1.0319, 1.0943)  -0.37
H (-2.6095, 1.6679, 2.9622)  0.20
C (5.2559, -1.8648, -0.8041)  -0.34
C (-3.1458, 1.7426, 2.0203)  -0.61
H (-1.8228, -2.7743, 2.0641)  0.22
C (0.8536, 3.1881, 2.0679)  -0.63
H (-0.7038, -0.5791, 1.8450)  0.23
H (-4.2120, 1.7019, 2.2298)  0.21
H (-1.9637, -5.4091, -1.4630)  0.17
H (-3.1191, 3.9046, 1.9027)  0.17
H (-2.8239, 3.7259, -1.5694)  0.21
C (1.8855, 1.0690, -1.7781)  0.28
H (-3.3946, 3.0723, 0.3693)  0.19

Cartesian forces, eV/Å:
-0.07 0.04 -0.02
0.28 -0.30 0.40
0.00 -0.05 -0.07
0.00 0.41 -0.53
-0.05 -0.06 0.13
-0.15 0.16 -0.03
-0.02 -0.21 0.09
-0.06 -0.06 0.11
0.08 -0.05 0.08
-0.11 -0.23 -0.09
-0.42 0.37 0.68
0.02 -0.02 -0.03
0.08 0.02 0.03
0.11 -0.05 0.01
0.18 -0.12 -0.09
0.01 0.05 -0.12
-0.05 0.02 -0.13
0.13 -0.02 0.05
0.24 -0.08 0.23
0.11 0.04 -0.09
-0.13 0.07 -0.10
-0.30 0.18 0.11
0.04 -0.06 0.05
0.35 -0.36 -0.76
0.01 -0.02 -0.10
0.21 0.41 -0.05
-0.03 0.08 0.00
-0.16 0.08 -0.18
-0.12 -0.27 -0.23
0.04 -0.03 -0.19
0.01 0.11 -0.09
0.21 -0.01 0.07
0.13 -0.15 -0.21
-0.04 -0.08 -0.07
0.13 0.24 0.10
0.08 -0.13 0.20
-0.10 -0.08 0.04
0.03 -0.08 -0.01
0.11 0.05 0.06
-0.04 -0.08 -0.05
-0.18 0.43 -0.25
-0.13 -0.33 -0.05
0.05 -0.29 -0.81
-0.02 0.10 -0.01
0.01 -0.10 -0.06
-0.11 -0.02 0.04
-0.09 0.06 -0.11
0.00 0.03 0.19
0.02 0.12 0.22
-0.02 -0.06 -0.15
0.05 -0.09 0.05
-0.01 0.10 0.48
0.05 -0.04 0.13
0.22 -0.02 0.58
-0.02 0.29 -0.14
-0.03 -0.05 0.13
-0.28 0.04 0.03
0.02 0.09 0.11
-0.12 -0.06 0.08
-0.10 0.10 0.03
0.00 0.02 -0.12
-0.01 0.02 -0.06
0.00 -0.13 0.47
-0.02 0.07 0.00



2.
Here is a structure of composition C24H29BCl2F4N7O10SSr in a non-equilibrium geometry from the OMol25 dataset. Energies are from the ωB97M-V functional and the def2-TZVPD basis.

Calculated values
* lowest unoccupied orbital energy: 2.3 eV
* charge: -1
* HOMO-LUMO gap: 8.010 eV
* energy relative to the best compared isomer or geometry (same formula, charge and spin): 1.125 eV
* molar mass: 852.932 Da

Each line ends with the Löwdin charge.
Atoms and positions in Å:
H (1.3874, -4.0805, 3.6424)  0.16
H (-2.8996, -3.7862, -1.7339)  0.07
H (6.3475, -0.5067, -2.7615)  0.10
F (-0.3276, -1.4847, -0.6402)  -0.04
H (0.2422, 3.1848, -3.8394)  0.12
Cl (0.4864, 0.8097, 3.9437)  0.67
N (1.6877, -3.3077, 3.0755)  0.15
N (2.9240, -0.6041, -1.1436)  0.07
H (-2.7427, -2.2327, -0.4522)  0.10
C (-0.1106, 4.7195, -2.3682)  -0.16
O (-2.1636, -1.7902, 2.0917)  -0.49
H (5.2122, 1.5898, -2.1381)  0.09
C (3.5235, -1.7750, -1.4647)  -0.07
C (4.6874, -1.4362, 4.1854)  -0.09
H (3.8195, -3.2080, 5.0492)  0.10
O (-0.0440, -0.5387, 3.7188)  -0.46
F (-0.9471, -3.6867, -0.8689)  0.11
H (2.0194, -0.6480, -0.6818)  0.11
H (-4.0518, -5.0140, -2.1544)  0.11
H (-0.7538, 5.7856, -0.6018)  0.12
F (-1.1686, -2.2592, -2.6459)  0.14
C (-5.1022, 0.5326, -1.5054)  -0.05
C (4.6105, -0.4511, 3.1871)  -0.08
N (-0.6399, 2.3506, -2.1653)  -0.07
O (-3.0255, -1.0250, 4.1603)  -0.28
H (-0.4311, 4.6986, 1.4705)  0.10
H (-2.0727, 5.0687, -1.5282)  0.13
H (0.9112, 4.6099, -1.9971)  0.11
H (-1.1474, 0.9277, -3.5977)  0.10
H (-1.4603, 3.6037, -3.6312)  0.12
C (-5.4462, -0.7677, -1.8327)  0.00
C (-4.8959, -3.1989, -1.8913)  -0.50
N (-3.0518, -0.2160, -0.5281)  0.08
C (4.7482, 0.6294, -1.9703)  -0.11
H (5.3412, 0.3470, 3.1794)  0.10
H (-6.3702, -1.0117, -2.3405)  0.12
C (2.7623, -2.4698, 3.3054)  -0.19
C (-0.5127, 3.4556, -3.0965)  -0.17
H (-0.1452, 5.5771, -3.0408)  0.11
O (-6.0310, -3.5326, -2.1981)  0.03
Cl (-3.0398, -0.8045, 2.7589)  0.67
C (3.7672, -2.4620, 4.2670)  -0.02
C (-1.1450, 3.9581, 1.1020)  -0.01
N (-3.8538, -4.0601, -1.9093)  0.20
N (-0.9533, 3.7511, -0.3208)  -0.07
H (-2.1598, 4.3121, 1.3044)  0.10
C (-0.7268, 2.5016, -0.8169)  -0.51
S (2.6325, 2.0140, -0.8896)  0.66
H (-3.5678, 1.7665, -0.6311)  0.11
C (-0.4955, 1.0202, -2.7261)  -0.03
H (-0.7928, 0.2760, -1.9966)  0.06
N (1.5726, -1.7405, 1.5043)  0.03
Sr (-0.5335, -0.2250, 1.3683)  1.56
F (0.9289, -2.8897, -1.9519)  0.12
O (0.7993, 1.3309, 2.6010)  -0.48
H (-5.7541, 1.3636, -1.7396)  0.10
H (0.5406, 0.8415, -3.0310)  0.09
H (5.2151, -2.7182, -2.3172)  0.10
H (0.1230, -3.2799, 1.6165)  0.14
O (-0.4974, 1.6393, 4.5503)  -0.29
C (-3.8870, 0.7564, -0.8725)  -0.12
H (-0.9848, 3.0317, 1.6418)  0.07
C (-4.5718, -1.7910, -1.4967)  -0.10
O (-2.4705, 0.5109, 2.4395)  -0.49
C (3.4528, 0.6392, -1.3687)  -0.79
B (-0.3786, -2.5990, -1.5537)  -1.26
H (5.4806, -1.3793, 4.9200)  0.10
C (-1.0403, 4.9094, -1.1863)  -0.16
C (-3.4128, -1.4618, -0.8084)  -0.09
C (4.7453, -1.7827, -2.0571)  -0.07
O (1.6705, 0.7366, 4.7319)  -0.29
C (3.6086, -0.4622, 2.2400)  -0.01
C (2.6784, -1.4977, 2.3069)  -0.24
O (-4.3562, -0.8998, 2.2235)  -0.30
C (5.3647, -0.5359, -2.3069)  -0.07
H (3.5143, 0.3170, 1.4933)  0.09
H (2.9537, -2.6574, -1.2172)  0.12
O (-0.6152, 1.5259, -0.0656)  -0.20
C (1.0199, -2.8143, 2.0018)  -0.16

Cartesian forces, eV/Å:
-0.01 0.04 -0.01
0.01 -0.02 -0.02
0.00 -0.01 -0.01
0.09 -0.46 -0.57
0.01 0.00 0.02
0.26 0.10 0.33
-0.05 0.00 -0.05
0.06 0.05 -0.12
-0.04 0.02 0.01
0.03 -0.01 0.03
-0.77 -0.35 0.41
0.00 0.00 -0.02
-0.02 0.04 0.10
0.01 0.01 -0.01
0.00 0.00 0.00
0.30 0.19 0.84
0.01 -0.02 0.04
0.01 -0.05 -0.04
0.01 0.02 -0.01
0.01 -0.01 0.01
0.01 0.02 0.05
0.02 -0.02 -0.01
0.00 -0.01 0.01
-0.06 0.04 0.05
-0.04 -0.02 0.11
-0.01 0.00 0.00
0.01 0.02 0.00
0.01 0.02 -0.02
0.02 0.01 -0.01
0.02 0.01 -0.02
0.04 -0.02 0.02
0.01 -0.03 -0.02
-0.02 -0.06 0.21
-0.09 0.04 -0.04
0.00 0.00 0.00
0.00 0.00 0.00
0.05 0.00 0.04
-0.04 -0.01 0.02
-0.04 0.00 -0.01
-0.02 0.02 -0.01
-0.41 -0.05 0.12
-0.01 0.01 -0.01
0.01 -0.02 0.03
-0.07 -0.03 0.05
0.07 -0.02 -0.01
0.00 0.01 0.00
0.18 0.00 -0.09
0.01 0.08 -0.03
0.00 -0.01 0.04
-0.02 -0.01 0.01
0.02 0.04 -0.05
0.36 -0.31 -0.07
0.63 -0.33 -1.91
-0.13 -0.03 0.07
0.38 0.44 0.69
0.00 0.00 -0.01
-0.01 -0.02 0.02
0.02 0.00 0.01
-0.02 -0.01 0.00
-0.03 0.03 0.10
0.03 0.08 -0.06
0.01 -0.02 -0.02
-0.03 0.03 -0.01
-1.11 -0.01 0.62
0.12 -0.13 0.14
0.15 -0.06 -0.17
0.00 0.00 0.00
-0.03 -0.01 -0.02
0.06 -0.05 -0.09
0.03 0.03 0.00
0.12 -0.01 0.01
0.01 -0.01 0.01
0.09 0.09 0.05
-0.07 -0.03 -0.04
-0.02 -0.09 0.03
0.00 0.02 0.03
0.03 0.02 -0.04
-0.27 1.01 -0.65
0.08 -0.15 -0.05



3.
Here is a cluster of 4 separate species, C6H19NO3 in total in a non-equilibrium geometry from the OMol25 dataset. Energies are from the ωB97M-V functional and the def2-TZVPD basis.

Calculated values
* lowest unoccupied orbital energy: 0.5 eV
* HOMO-LUMO gap: 9.510 eV
* structure (SMILES): C=CC[C@H](C)NC.O.O.O
* energy relative to the best compared isomer or geometry (same formula, charge and spin): 3.768 eV
* molar mass: 153.222 Da

Each line ends with the natural charge from an NBO analysis.
Atoms and positions in Å:
H (-2.6246, -0.2150, 1.2143)  0.19
H (-1.6830, 1.2949, -1.5161)  0.21
C (2.7146, -0.7065, 0.5335)  -0.42
O (-1.7120, 3.3755, -2.1577)  -0.92
O (0.8055, -2.4675, 1.8630)  -0.94
H (-0.2823, -0.9122, 0.4278)  0.21
H (-1.3734, 2.8879, -1.4558)  0.46
C (2.1699, 0.5211, 0.3280)  -0.15
H (1.0782, -0.0539, -1.4911)  0.23
C (-0.3933, 0.1563, 0.0423)  -0.07
H (-2.5727, 1.3508, 2.3008)  0.21
H (-1.1471, 3.0283, -2.9025)  0.47
H (-1.8195, -0.3737, 2.8387)  0.20
H (0.2393, -1.6749, 2.0127)  0.48
H (0.9147, 1.8237, -0.8001)  0.20
H (-0.5303, 1.8031, 1.4184)  0.36
H (0.7758, -2.9735, -2.6486)  0.47
H (1.1281, -2.7167, -1.1935)  0.47
H (1.7106, -2.1968, 1.9336)  0.47
O (0.3016, -2.7405, -1.8241)  -0.93
H (2.4630, -1.7152, 0.2826)  0.18
C (-1.3722, 0.3144, -1.0862)  -0.66
H (-0.9425, -0.2978, -1.9771)  0.24
H (2.7579, 1.3691, 0.5381)  0.21
N (-0.6493, 0.7769, 1.3906)  -0.67
C (-2.0077, 0.3654, 1.9903)  -0.44
H (3.5132, -0.7954, 1.1717)  0.18
H (-2.4012, 0.0965, -0.7175)  0.22
C (0.9386, 0.6755, -0.5158)  -0.45

Cartesian forces, eV/Å:
0.75 1.06 1.16
1.34 -0.40 0.60
-0.94 1.91 -0.14
0.25 0.83 -3.26
-1.65 -0.08 0.20
-0.15 0.99 -1.77
0.83 -1.02 2.26
-0.11 -3.64 -1.19
-0.14 2.29 2.03
1.15 0.66 2.07
0.94 -2.30 -0.32
-1.01 0.75 0.91
-0.44 1.31 -0.79
1.03 -0.69 0.03
-0.52 -2.32 0.12
-0.30 -0.86 -0.29
-0.68 0.13 0.31
-2.64 -0.02 -1.35
0.40 0.53 0.32
3.28 -0.08 1.06
-1.16 0.03 -0.93
-1.70 -0.59 -1.22
-1.47 0.63 1.58
0.35 0.93 0.88
-1.55 0.18 -0.18
0.32 0.59 -0.55
2.37 0.39 1.33
0.63 -1.11 -0.68
0.84 -0.08 -2.19



4.
Here is the molecule C3H3N5 in a non-equilibrium geometry from the OMol25 dataset. Energies are from the ωB97M-V functional and the def2-TZVPD basis.

Calculated values
* lowest unoccupied orbital energy: 0.4 eV
* HOMO-LUMO gap: 9.491 eV
* structure (SMILES): c1nc2nn[nH]c2[nH]1
* energy relative to the best compared isomer or geometry (same formula, charge and spin): 1.371 eV
* molar mass: 109.092 Da

Each line ends with the natural charge from an NBO analysis.
Atoms and positions in Å:
N (1.1591, -1.2297, -0.0245)  -0.42
N (-1.2662, 1.0398, -0.0621)  -0.36
C (-0.0028, 0.6855, -0.0624)  0.23
N (-2.1086, -0.0867, 0.0139)  -0.06
N (-1.2992, -1.1104, 0.1035)  -0.20
H (1.8927, 1.9336, 0.3185)  0.44
H (-1.6423, 1.9211, -0.0669)  0.40
H (3.1035, -0.2887, 0.0312)  0.19
C (-0.0684, -0.6771, -0.0413)  0.14
N (1.4264, 1.0749, 0.0755)  -0.59
C (1.9488, -0.2388, -0.0674)  0.23

Cartesian forces, eV/Å:
0.98 -1.41 -0.55
-0.93 -1.13 0.19
2.58 1.09 0.67
1.79 0.46 0.47
-2.11 -0.09 -0.92
-0.21 -0.13 -0.27
-1.28 2.22 -0.03
-2.18 -0.21 -0.44
0.81 0.45 0.51
-4.07 -2.94 -1.47
4.62 1.69 1.85



- Which value of molar mass does entry 3 give?
  153.222 Da



- What is the formula in the fourth record?
  C3H3N5



- Among the records above, which one has the highest HOMO-LUMO gap?
  C6H19NO3